Computed, not measured: a molecular structure, C24H23HgI2N5O3, with ωB97M-V/def2-TZVPD.

Element x y z (Å)
Hg 0.718 -0.305 1.441
C -2.388 -2.813 2.851
C -3.491 -2.070 3.250
C -3.440 -0.683 3.142
C -2.277 -0.120 2.637
N -1.239 -0.774 2.260
C -1.292 -2.121 2.365
C -1.808 1.174 2.367
C -2.730 2.229 2.673
C -2.388 3.530 2.454
C -1.141 3.717 1.939
C -0.292 2.594 1.667
N -0.449 1.146 1.821
C 0.967 2.916 1.139
C 1.646 4.074 0.792
C 2.934 3.938 0.281
C 3.469 2.664 0.145
C 2.679 1.594 0.530
N 1.427 1.723 1.027
H -2.380 -3.895 2.915
H -4.377 -2.562 3.638
H -4.288 -0.085 3.447
H -0.395 -2.638 2.036
H -3.712 2.019 3.083
H -3.057 4.352 2.672
H -0.813 4.733 1.743
H 1.211 5.058 0.906
H 3.510 4.812 -0.007
H 4.466 2.506 -0.248
H 3.033 0.570 0.452
O 1.698 -2.530 -1.057
C 0.534 -2.016 -1.055
O 0.085 -1.198 -0.191
C -0.400 -2.415 -2.183
C 0.014 -3.313 -3.180
C -0.845 -3.681 -4.219
C -2.134 -3.155 -4.277
C -2.564 -2.262 -3.297
C -1.703 -1.896 -2.259
H 1.022 -3.724 -3.135
H -0.501 -4.377 -4.977
H -2.802 -3.440 -5.083
H -3.566 -1.847 -3.333
H -2.038 -1.198 -1.493
C 2.482 0.698 -3.449
N 2.677 0.566 -2.027
C 1.764 0.244 -1.086
N 0.506 0.013 -1.505
O 2.066 0.165 0.098
H 3.435 0.970 -3.909
H 1.740 1.478 -3.641
H 2.129 -0.253 -3.856
H 3.601 0.726 -1.645
H 0.224 0.069 -2.468
H -0.179 -0.228 -0.803
I 2.989 -1.024 2.756
I 5.202 -1.725 4.039
H 0.463 -1.929 1.818

The value obtained for the strongest force on any atom is 17.8 eV/A. Its HOMO energy (spin up / spin down) is -2.41 / -3.60 eV. As for the spin multiplicity: 2. Its net charge is -1.

natural (NBO) atomic charge list, values in e, 5 entries: atom 1 (Hg): 1.567, atom 2 (C): -0.301, atom 3 (C): -0.171, atom 4 (C): -0.271, atom 5 (C): 0.225

Computed, not measured: a molecular structure, C24H23N4PtS2Se, with ωB97M-V/def2-TZVPD.

Element x y z (Å)
Pt -0.945 -0.073 -0.176
C 2.054 -0.108 0.417
N 0.875 -0.148 1.288
C 0.741 1.094 2.067
C -0.683 1.251 2.601
N -1.626 1.439 1.491
C -2.984 1.002 1.834
C -1.648 2.808 1.015
C -2.057 3.837 1.853
C -2.129 5.146 1.404
C -1.778 5.451 0.097
C -1.366 4.446 -0.748
C -1.302 3.119 -0.308
S -0.794 1.932 -1.479
C 0.878 -1.317 2.145
C 1.940 -1.520 3.019
C 1.967 -2.609 3.872
C 0.933 -3.534 3.850
C -0.121 -3.355 2.980
C -0.169 -2.248 2.128
S -1.598 -2.098 1.126
H 2.963 0.153 0.969
H 1.899 0.631 -0.374
H 2.197 -1.088 -0.037
H 0.980 1.938 1.410
H 1.445 1.097 2.909
H -0.704 2.097 3.296
H -0.967 0.352 3.155
H -3.402 1.566 2.674
H -2.971 -0.057 2.101
H -3.633 1.141 0.968
H -2.344 3.616 2.870
H -2.468 5.924 2.068
H -1.834 6.466 -0.262
H -1.099 4.658 -1.771
H 2.754 -0.811 3.040
H 2.794 -2.731 4.554
H 0.947 -4.384 4.513
H -0.927 -4.071 2.942
Se -1.225 -4.048 -0.959
C -0.756 -5.629 -0.269
N -0.440 -6.657 0.143
N -0.708 -1.304 -1.943
C -0.079 -1.243 -2.916
C 0.684 -1.187 -4.080
C 1.751 -2.077 -4.262
C 2.515 -1.995 -5.408
C 2.230 -1.039 -6.373
C 1.169 -0.162 -6.196
C 0.392 -0.228 -5.058
H 1.962 -2.818 -3.507
H 3.337 -2.677 -5.552
H 2.834 -0.979 -7.265
H 0.950 0.578 -6.949
H -0.433 0.450 -4.906

The value obtained for the strongest force on any atom is 2.4 eV/A. Its HOMO energy (spin up / spin down) is -10.12 / -10.11 eV. Its net charge is +1.

natural (NBO) atomic charge list, values in e, 5 entries: atom 1 (Pt): 0.733, atom 2 (C): -0.418, atom 3 (N): -0.551, atom 4 (C): -0.235, atom 5 (C): -0.238

Computed, not measured: a molecular structure, C24H23N6O2PdS, with ωB97M-V/def2-TZVPD.

Element x y z (Å)
Pd 0.074 -0.256 0.169
C -1.457 1.518 5.703
C -0.038 1.560 5.160
N 0.271 0.420 4.302
C -0.115 0.341 3.025
S 0.187 -1.195 2.210
N -0.712 1.352 2.463
N -1.091 1.059 1.161
C -2.055 1.737 0.653
C -2.704 2.866 1.390
C -2.584 1.338 -0.676
C -3.059 2.298 -1.564
C -3.607 1.881 -2.767
C -3.677 0.524 -3.033
C -3.176 -0.358 -2.085
N -2.636 0.030 -0.937
H -1.650 2.396 6.320
H -2.178 1.508 4.886
H -1.616 0.629 6.315
H 0.125 2.467 4.578
H 0.688 1.553 5.972
H 0.763 -0.369 4.685
H -2.652 2.694 2.460
H -2.167 3.796 1.185
H -3.740 2.986 1.081
H -3.003 3.350 -1.321
H -3.984 2.606 -3.475
H -4.120 0.151 -3.947
H -3.226 -1.429 -2.250
O 0.100 0.766 -1.710
C -0.016 0.192 -2.800
C -0.226 0.963 -4.006
C -0.525 0.351 -5.165
C -0.613 -1.093 -5.280
C -0.336 -1.873 -4.229
C 0.060 -1.290 -2.952
C 0.618 -2.098 -2.036
N 1.186 -1.645 -0.802
N 2.248 -2.208 -0.534
C 2.975 -1.641 0.621
O 3.266 -0.482 0.557
C 3.403 -2.623 1.622
C 3.096 -3.976 1.500
C 3.486 -4.857 2.495
C 4.182 -4.387 3.599
C 4.495 -3.037 3.716
C 4.107 -2.152 2.729
H -0.189 2.039 -3.907
H -0.724 0.949 -6.045
H -0.880 -1.527 -6.233
H -0.357 -2.952 -4.308
H 0.767 -3.154 -2.227
H 2.567 -4.343 0.630
H 3.253 -5.909 2.406
H 4.488 -5.079 4.373
H 5.045 -2.681 4.577
H 4.333 -1.096 2.799

The value obtained for the strongest force on any atom is 0.4 eV/A. Its HOMO energy is -10.96 eV. Its net charge is +1.

natural (NBO) atomic charge list, values in e, 5 entries: atom 1 (Pd): 0.756, atom 2 (C): -0.617, atom 3 (C): -0.219, atom 4 (N): -0.574, atom 5 (C): 0.318

Computed, not measured: 2 unconnected molecules or ions with the total composition C24H23NO4, with ωB97M-V/def2-TZVPD.

Element x y z (Å)
C -4.907 -1.369 -1.042
C -4.295 -0.975 -2.380
N -3.650 0.213 -2.348
C -3.148 0.813 -3.452
C -2.450 2.133 -3.153
O -3.197 0.413 -4.620
O -4.420 -1.736 -3.349
H -4.593 -0.710 -0.225
H -6.002 -1.347 -1.110
H -4.624 -2.396 -0.792
H -2.451 2.368 -2.086
H -1.417 2.090 -3.512
H -2.938 2.947 -3.698
C -3.907 0.113 5.292
O -3.939 -1.057 4.441
C -3.137 -1.071 3.350
C -3.028 -2.304 2.653
C -2.194 -2.397 1.570
C -1.423 -1.283 1.109
C -0.577 -1.475 -0.009
C 0.541 -0.704 -0.430
C 1.131 -1.011 -1.695
C 2.207 -0.303 -2.187
C 2.773 0.713 -1.398
O 3.888 1.371 -1.905
C 5.116 1.263 -1.235
C 6.049 0.367 -1.759
C 7.226 0.135 -1.054
C 7.480 0.834 0.131
C 6.561 1.776 0.605
C 5.374 2.014 -0.090
C 2.240 1.046 -0.148
C 1.163 0.320 0.342
C -1.599 -0.040 1.784
C -2.420 0.066 2.891
H -4.590 -0.145 6.102
H -2.897 0.297 5.683
H -4.265 1.005 4.758
H -3.613 -3.151 3.013
H -2.105 -3.342 1.037
H -0.776 -2.375 -0.594
H 0.710 -1.830 -2.279
H 2.653 -0.530 -3.154
H 5.813 -0.153 -2.684
H 7.940 -0.592 -1.444
H 8.405 0.650 0.679
H 6.760 2.334 1.521
H 4.648 2.751 0.245
H 2.689 1.856 0.427
H 0.815 0.532 1.349
H -1.105 0.859 1.426
H -2.516 1.015 3.425

The value obtained for the strongest force on any atom is 1.4 eV/A. Its HOMO energy is -6.34 eV. Its net charge is 0.

natural (NBO) atomic charge list, values in e, 5 entries: atom 1 (C): -0.696, atom 2 (C): 0.637, atom 3 (N): -0.791, atom 4 (C): 0.641, atom 5 (C): -0.695

Computed, not measured: a single C24H23NO4 molecule, with ωB97M-V/def2-TZVPD.

Element x y z (Å)
C 7.586 1.078 0.694
O 6.352 1.735 0.857
C 5.215 1.081 0.500
C 5.161 -0.206 -0.024
C 3.940 -0.777 -0.340
C 2.749 -0.091 -0.138
C 1.438 -0.741 -0.513
C 1.402 -2.259 -0.206
C 1.505 -3.077 -1.491
O 2.413 -3.831 -1.710
O 0.520 -2.879 -2.354
N 0.304 -0.088 0.120
C -0.940 -0.276 -0.355
O -1.147 -0.961 -1.348
C -2.038 0.410 0.439
C -3.028 -0.646 0.893
C -3.835 -1.305 -0.024
C -4.719 -2.280 0.402
C -4.808 -2.604 1.745
C -4.005 -1.950 2.663
C -3.117 -0.978 2.238
C -2.744 1.495 -0.349
C -3.279 2.570 0.350
C -3.966 3.570 -0.313
C -4.124 3.509 -1.687
C -3.592 2.442 -2.390
C -2.907 1.439 -1.726
C 2.813 1.210 0.350
C 4.024 1.787 0.671
H 7.636 0.164 1.294
H 7.777 0.836 -0.356
H 8.341 1.780 1.044
H 6.059 -0.776 -0.197
H 3.928 -1.769 -0.764
H 1.296 -0.600 -1.596
H 2.204 -2.546 0.474
H 0.448 -2.507 0.266
H -0.151 -2.218 -2.042
H 0.457 0.360 1.009
H -1.594 0.870 1.328
H -3.766 -1.058 -1.071
H -5.341 -2.789 -0.320
H -5.500 -3.365 2.075
H -4.068 -2.198 3.713
H -2.491 -0.474 2.962
H -3.162 2.623 1.424
H -4.377 4.399 0.244
H -4.659 4.290 -2.207
H -3.709 2.388 -3.462
H -2.492 0.616 -2.287
H 1.916 1.801 0.463
H 4.074 2.794 1.053

The value obtained for the strongest force on any atom is 0.8 eV/A. Its HOMO energy is -8.71 eV. Its net charge is 0.

natural (NBO) atomic charge list, values in e, 5 entries: atom 1 (C): -0.253, atom 2 (O): -0.489, atom 3 (C): 0.306, atom 4 (C): -0.313, atom 5 (C): -0.128

Computed, not measured: a molecular structure, C24H23O3S2V, with ωB97M-V/def2-TZVPD.

Element x y z (Å)
V 8.327 9.725 11.096
O 10.864 8.043 10.248
S 10.180 10.706 12.542
C 9.245 11.665 13.839
C 7.796 11.939 13.468
C 6.897 10.745 13.758
C 5.631 10.686 12.913
S 5.296 9.116 12.087
O 6.559 8.867 11.290
C 5.529 7.970 13.440
C 6.263 6.823 13.182
C 6.442 5.896 14.193
C 5.927 6.149 15.459
C 5.246 7.333 15.712
C 5.020 8.241 14.692
C 11.032 12.055 11.674
C 12.018 12.676 12.417
C 12.694 13.756 11.886
C 12.431 14.185 10.594
C 11.505 13.506 9.826
C 10.775 12.454 10.371
H 9.801 12.581 13.954
H 9.347 11.084 14.744
H 7.776 12.230 12.414
H 7.453 12.823 14.029
H 6.668 10.649 14.813
H 7.471 9.835 13.573
H 5.710 11.346 12.038
H 4.718 10.963 13.428
H 6.697 6.642 12.215
H 7.015 5.009 14.011
H 6.046 5.423 16.260
H 4.880 7.562 16.702
H 4.422 9.140 14.865
H 12.237 12.322 13.416
H 13.468 14.245 12.481
H 12.969 15.031 10.182
H 11.299 13.819 8.808
H 10.011 11.940 9.806
O 9.447 6.937 11.758
C 10.116 7.525 10.976
C 8.156 10.774 9.802
C 7.519 11.516 8.741
C 7.442 10.991 7.439
C 6.705 11.652 6.488
C 6.052 12.835 6.805
C 6.081 13.335 8.103
C 6.853 12.695 9.055
H 7.915 10.044 7.207
H 6.585 11.260 5.500
H 5.479 13.350 6.051
H 5.536 14.232 8.339
H 6.901 13.097 10.065

The value obtained for the strongest force on any atom is 2.1 eV/A. Its HOMO energy (spin up / spin down) is -10.77 / -10.09 eV. As for the spin multiplicity: 2. Its net charge is +1.

natural (NBO) atomic charge list, values in e, 5 entries: atom 1 (V): 0.890, atom 2 (O): -0.447, atom 3 (S): 0.220, atom 4 (C): -0.470, atom 5 (C): -0.420

Computed, not measured: a molecular structure, C24H24AsN7O4OsS, with ωB97M-V/def2-TZVPD.

Element x y z (Å)
Os 0.168 -0.641 0.861
O 1.403 -2.371 -0.500
S 0.542 -2.212 -1.659
O -0.374 -3.253 -1.993
N -0.358 -0.876 -1.071
C -1.380 -0.288 -1.718
C -1.770 -0.572 -3.037
C -2.831 0.110 -3.620
C -3.498 1.107 -2.940
C -3.142 1.431 -1.607
C -3.781 2.432 -0.850
C -3.398 2.650 0.449
C -2.393 1.846 0.999
N -1.776 0.908 0.309
C -2.109 0.706 -0.977
C 1.467 -1.699 -3.059
C 2.504 -0.796 -2.857
C 3.283 -0.436 -3.941
C 3.014 -0.975 -5.195
C 1.969 -1.873 -5.378
C 1.181 -2.246 -4.302
H -1.251 -1.340 -3.589
H -3.129 -0.150 -4.626
H -4.312 1.640 -3.414
H -4.574 3.017 -1.297
H -3.863 3.415 1.053
H -2.084 1.975 2.029
H 2.696 -0.411 -1.862
H 4.100 0.261 -3.816
H 3.631 -0.700 -6.039
H 1.769 -2.285 -6.357
H 0.376 -2.961 -4.413
C 2.771 1.772 3.138
As 1.421 0.654 3.936
C -0.025 1.670 4.732
C 2.254 -0.397 5.321
O 0.660 -0.437 2.879
H 3.234 2.356 3.934
H 2.338 2.441 2.401
H 3.521 1.143 2.662
H 0.235 1.957 5.749
H -0.902 1.025 4.749
H -0.233 2.561 4.142
H 2.741 0.285 6.018
H 2.999 -1.060 4.883
H 1.512 -0.986 5.855
N -1.214 -2.484 2.784
C -2.019 -3.540 2.936
C -2.442 -3.919 1.676
C -1.832 -3.028 0.802
N -1.078 -2.155 1.485
H -0.690 -1.979 3.482
H -2.237 -3.958 3.904
H -3.095 -4.733 1.417
H -1.892 -3.010 -0.271
O 1.215 1.002 0.510
N 0.808 1.845 -0.416
C 1.551 2.847 -0.693
C 2.829 3.092 -0.082
N 3.816 3.244 0.486
C 1.044 3.802 -1.632
N 0.634 4.578 -2.372

The value obtained for the strongest force on any atom is 1.4 eV/A. Its HOMO energy (spin up / spin down) is -14.20 / -14.38 eV. As for the spin multiplicity: 5. Its net charge is +2.

natural (NBO) atomic charge list, values in e, 5 entries: atom 1 (Os): 1.667, atom 2 (O): -0.925, atom 3 (S): 2.287, atom 4 (O): -0.890, atom 5 (N): -0.720

Computed, not measured: a molecular structure, C24H24AuNPSe2, with ωB97M-V/def2-TZVPD.

Element x y z (Å)
Au 0.290 -2.028 0.252
Se 2.332 -0.722 0.701
P 2.025 0.441 -1.157
Se 0.098 0.416 -2.064
C 2.386 2.169 -0.685
C 3.208 3.066 -1.358
C 3.292 4.391 -0.940
C 2.546 4.832 0.139
C 1.706 3.946 0.805
C 1.626 2.627 0.398
C 3.265 -0.257 -2.312
C 4.530 0.255 -2.578
C 5.383 -0.395 -3.465
C 4.993 -1.573 -4.076
C 3.742 -2.110 -3.790
C 2.886 -1.456 -2.921
H 3.765 2.765 -2.230
H 3.938 5.078 -1.473
H 2.609 5.865 0.458
H 1.104 4.284 1.638
H 0.968 1.940 0.917
H 4.888 1.137 -2.073
H 6.361 0.025 -3.670
H 5.661 -2.080 -4.761
H 3.431 -3.041 -4.248
H 1.906 -1.866 -2.712
C -3.424 -1.783 -0.803
C -2.767 -2.635 0.306
C -2.819 -1.912 1.658
C -3.528 -3.974 0.417
C -1.413 -2.923 -0.178
H -4.406 -1.473 -0.438
H -3.545 -2.352 -1.729
H -2.833 -0.893 -1.020
H -3.858 -1.873 1.996
H -1.537 -0.407 0.849
H -2.268 -2.517 2.387
H -4.567 -3.780 0.688
H -3.089 -4.608 1.191
H -3.510 -4.521 -0.531
H -1.450 -3.641 -1.011
N -4.056 2.948 5.636
C -3.635 2.281 4.781
C -3.126 1.469 3.744
C -1.964 0.659 3.929
C -1.517 -0.192 2.978
C -2.259 -0.447 1.691
C -3.322 0.603 1.472
C -3.730 1.442 2.454
H -1.410 0.765 4.857
H -0.605 -0.762 3.141
H -3.778 0.672 0.491
H -4.528 2.149 2.250

The value obtained for the strongest force on any atom is 0.6 eV/A. Its HOMO energy (spin up / spin down) is -2.51 / -2.47 eV. Its net charge is -1.

natural (NBO) atomic charge list, values in e, 5 entries: atom 1 (Au): 0.494, atom 2 (Se): -0.511, atom 3 (P): 0.976, atom 4 (Se): -0.542, atom 5 (C): -0.413

Question: Which formula does entry 7 have?
Answer: C24H24AsN7O4OsS